# C4H2OS

A cluster of 2 separate species, C4H2OS in total at a distorted geometry (ωB97M-V/def2-TZVPD, OMol25).

Properties
Total energy = -17052.815 eV
HOMO energy (spin up / spin down) = -9.31 / -9.32 eV
Energy above the lowest of the compared OMol25 structures with the same formula, charge and spin = 671.6 kJ/mol

Each line ends with the natural charge from an NBO analysis.
Geometry (Å):
C1 1.006 0.590 1.456  -0.164
C2 -0.952 -0.128 -1.393  -0.153
C3 0.048 1.267 1.258  -0.245
C4 -1.300 0.770 -0.655  -0.243
O1 -3.309 0.259 1.662  -0.129
S1 -1.430 1.868 0.653  0.498
H1 1.838 0.040 1.706  0.231
H2 -0.686 -0.613 -2.183  0.206

---

# C54H59GaN5

A structure of composition C54H59GaN5 at a distorted geometry (ωB97M-V/def2-TZVPD, OMol25).

Properties
Total energy = -116783.134 eV
HOMO energy (spin up / spin down) = -2.88 / -2.88 eV
Energy above the lowest of the compared OMol25 structures with the same formula, charge and spin = 0.0 kJ/mol
Charge = -1

Each line ends with the Löwdin charge.
Geometry (Å):
Ga1 0.655 0.008 -0.463  0.888
C1 3.552 -1.788 -1.269  -0.128
N1 2.797 -0.509 -1.178  0.003
C2 3.450 0.557 -1.514  -0.080
C3 2.729 1.802 -1.452  -0.287
C4 3.158 3.132 -1.770  -0.042
C5 2.079 3.955 -1.478  -0.101
C6 1.036 3.116 -1.011  -0.151
N2 1.394 1.798 -1.020  0.011
C7 4.611 -1.847 -2.388  -0.221
C8 5.941 -2.196 -2.101  -0.051
C9 6.921 -2.155 -3.090  -0.092
C10 6.577 -1.829 -4.414  -0.093
C11 5.270 -1.444 -4.683  -0.087
C12 4.281 -1.498 -3.704  -0.039
H1 2.845 -2.578 -1.481  0.109
H2 4.045 -1.971 -0.294  0.105
H3 4.511 0.487 -1.835  0.151
H4 4.128 3.410 -2.175  0.100
H5 2.037 5.018 -1.539  0.084
H6 0.049 3.429 -0.684  0.116
H7 6.209 -2.520 -1.081  0.115
H8 7.958 -2.410 -2.851  0.099
H9 7.300 -1.862 -5.234  0.099
H10 4.982 -1.053 -5.620  0.088
H11 3.266 -1.140 -3.922  0.112
C13 -5.022 -1.756 0.295  -0.068
C14 -3.751 -1.900 -0.535  -0.370
C15 -3.686 -3.287 -1.214  -0.059
C16 -3.652 -0.811 -1.584  -0.121
C17 -4.651 -0.830 -2.568  -0.056
C18 -4.583 -0.056 -3.708  -0.086
C19 -3.619 0.922 -3.773  -0.061
C20 -2.670 1.095 -2.754  -0.161
C21 -1.656 2.179 -2.948  -0.392
C22 -0.803 1.915 -4.161  -0.069
C23 -2.341 3.564 -3.105  -0.071
C24 -2.623 0.183 -1.667  -0.141
N3 -1.588 0.335 -0.678  0.032
C25 -1.841 0.739 0.568  -0.237
C26 -0.960 0.514 1.733  -0.226
N4 0.379 0.308 1.653  0.015
C27 1.275 0.568 2.728  -0.148
C28 1.463 1.877 3.266  -0.122
C29 2.322 2.096 4.351  -0.053
C30 3.036 1.063 4.927  -0.094
C31 2.867 -0.208 4.451  -0.053
C32 2.101 -0.451 3.269  -0.153
C33 2.196 -1.813 2.701  -0.391
C34 3.661 -2.264 2.620  -0.089
C35 1.406 -2.770 3.627  -0.068
C36 0.841 3.134 2.706  -0.383
C37 1.835 4.117 2.126  -0.084
C38 0.020 3.875 3.762  -0.072
C39 -1.729 0.767 2.931  -0.110
C40 -1.610 0.467 4.298  -0.026
C41 -2.668 0.717 5.184  -0.095
C42 -3.887 1.238 4.717  -0.043
C43 -4.021 1.624 3.351  -0.187
C44 -5.136 2.243 2.769  -0.054
C45 -5.236 2.406 1.373  -0.093
C46 -4.202 1.984 0.514  -0.012
C47 -3.050 1.346 1.071  -0.083
C48 -2.950 1.290 2.482  -0.111
H12 -5.030 -2.518 1.108  0.084
H13 -5.946 -1.877 -0.339  0.082
H14 -5.095 -0.761 0.782  0.073
H15 -2.877 -1.817 0.143  0.130
H16 -4.559 -3.454 -1.867  0.071
H17 -3.693 -4.100 -0.465  0.079
H18 -2.800 -3.386 -1.842  0.072
H19 -5.480 -1.505 -2.380  0.099
H20 -5.239 -0.300 -4.567  0.108
H21 -3.569 1.618 -4.596  0.098
H22 -1.014 2.248 -2.038  0.087
H23 -1.444 1.750 -5.084  0.095
H24 -0.220 1.002 -4.025  0.063
H25 -0.137 2.763 -4.378  0.081
H26 -2.725 3.774 -4.140  0.081
H27 -1.651 4.409 -2.944  0.069
H28 -3.199 3.760 -2.448  0.071
H29 2.420 3.109 4.720  0.100
H30 3.763 1.315 5.719  0.104
H31 3.312 -1.092 4.857  0.084
H32 1.795 -1.787 1.670  0.105
H33 4.101 -2.430 3.652  0.081
H34 4.320 -1.522 2.121  0.083
H35 3.749 -3.251 2.120  0.081
H36 1.759 -2.683 4.724  0.101
H37 1.613 -3.828 3.374  0.070
H38 0.322 -2.588 3.564  0.076
H39 0.128 2.835 1.891  0.132
H40 2.391 4.655 2.931  0.080
H41 1.297 4.902 1.558  0.083
H42 2.623 3.682 1.490  0.080
H43 0.689 4.315 4.535  0.074
H44 -0.698 3.257 4.311  0.073
H45 -0.573 4.706 3.353  0.081
H46 -0.686 0.029 4.714  0.111
H47 -2.476 0.533 6.253  0.098
H48 -4.738 1.287 5.396  0.095
H49 -5.940 2.584 3.433  0.100
H50 -6.128 2.826 0.878  0.098
H51 -4.367 2.056 -0.571  0.103
C49 0.002 -2.032 -3.761  -0.071
C50 0.045 -2.914 -2.570  -0.433
C51 0.187 -4.367 -2.650  -0.117
C52 0.088 -4.834 -1.359  -0.115
C53 -0.108 -3.647 -0.549  -0.389
C54 -0.433 -3.617 0.933  -0.066
N5 -0.011 -2.500 -1.291  0.046
H52 0.049 -2.619 -4.695  0.078
H53 0.905 -1.413 -3.815  0.034
H54 -0.816 -1.285 -3.717  0.062
H55 0.357 -4.931 -3.554  0.069
H56 0.013 -5.863 -0.989  0.082
H57 0.319 -4.190 1.463  0.048
H58 -1.429 -4.059 1.106  0.068
H59 -0.420 -2.578 1.311  0.051

---

# C11H16CoN7

A structure of composition C11H16CoN7 at a distorted geometry (ωB97M-V/def2-TZVPD, OMol25).

Properties
Multiplicity = 2
Total energy = -59723.163 eV
HOMO energy (spin up / spin down) = -2.20 / -2.72 eV
Charge = -1

Each line ends with the natural charge from an NBO analysis.
Geometry (Å):
Co1 -0.410 1.618 -1.117  0.828
C1 -1.218 1.744 3.800  -0.413
N1 -1.557 0.568 3.027  -0.473
C2 -0.987 -0.637 3.611  -0.405
C3 -1.384 0.705 1.612  0.591
N2 -0.564 1.506 1.004  -0.711
N3 -2.259 -0.087 0.910  -0.640
C4 -2.416 -0.147 -0.462  0.602
N4 -2.807 -1.435 -0.917  -0.840
N5 -2.377 0.922 -1.209  -0.727
H1 -1.669 1.643 4.790  0.198
H2 -1.632 2.618 3.300  0.225
H3 -0.132 1.875 3.934  0.171
H4 -1.451 -0.814 4.587  0.194
H5 0.101 -0.553 3.765  0.182
H6 -1.180 -1.495 2.966  0.201
H7 0.047 2.018 1.633  0.370
H8 -2.758 -0.781 1.448  0.406
H9 -2.276 -2.178 -0.476  0.379
H10 -2.707 -1.511 -1.923  0.391
H11 -2.612 0.709 -2.179  0.361
N6 0.810 0.592 -1.707  -0.809
C5 1.760 -0.247 -2.003  0.157
C6 1.565 -1.661 -1.906  -0.333
C7 2.567 -2.544 -2.217  -0.190
C8 3.808 -2.103 -2.667  -0.373
C9 4.025 -0.732 -2.781  -0.195
C10 3.050 0.172 -2.455  -0.315
H12 0.597 -2.021 -1.568  0.174
H13 2.394 -3.610 -2.114  0.180
H14 4.595 -2.804 -2.911  0.184
H15 4.982 -0.365 -3.138  0.186
H16 3.219 1.238 -2.533  0.205
N7 -0.591 4.436 -2.266  -0.635
C11 -0.535 3.361 -1.836  -0.125

---

# CH2NO2P

A structure of composition CH2NO2P at a distorted geometry (ωB97M-V/def2-TZVPD, OMol25).

Properties
Total energy = -15939.309 eV
HOMO energy (spin up / spin down) = -9.96 / -10.10 eV
Energy above the lowest of the compared OMol25 structures with the same formula, charge and spin = 408.5 kJ/mol

Each line ends with the natural charge from an NBO analysis.
Geometry (Å):
C1 -0.710 0.449 -0.413  0.346
N1 -0.440 -0.689 -0.810  -0.714
O1 -0.070 1.353 0.181  -0.323
O2 1.527 0.475 0.421  -0.686
P1 1.116 -0.936 0.110  1.232
H1 -1.717 0.685 -0.777  0.245
H2 0.293 -1.337 1.288  -0.101

---

# C48H54FN2

A cluster of 8 separate species, C48H54FN2 in total at a distorted geometry (ωB97M-V/def2-TZVPD, OMol25).

Properties
Total energy = -56341.332 eV
HOMO energy = -1.38 eV
Charge = -1

Each line ends with the Löwdin charge.
Geometry (Å):
C1 2.936 -2.872 2.056  -0.104
C2 1.867 -3.378 0.889  -0.360
C3 1.771 -2.378 -0.448  -0.135
N1 1.126 -4.548 0.965  -0.127
N2 -0.090 -4.335 1.594  -0.207
C4 -1.148 -3.815 0.642  -0.347
C5 -1.898 -2.462 1.186  -0.202
C6 -0.934 -1.407 1.989  -0.161
F1 -0.457 -1.882 3.316  -0.160
H1 3.611 -3.817 2.306  0.068
H2 3.668 -2.068 1.603  0.048
H3 2.396 -2.498 3.039  0.062
H4 0.677 -2.036 -0.686  0.029
H5 2.157 -3.039 -1.348  0.067
H6 2.450 -1.428 -0.340  0.042
H7 -0.747 -3.675 -0.474  0.080
H8 -1.997 -4.649 0.552  0.065
H9 -2.827 -2.787 1.823  0.097
H10 -2.303 -1.879 0.228  0.097
H11 -0.056 -0.998 1.293  0.113
H12 -1.607 -0.447 2.216  0.090
C7 5.358 -1.977 7.001  -0.119
C8 5.732 -3.288 6.708  -0.107
C9 4.847 -4.135 6.042  -0.095
C10 3.589 -3.667 5.660  -0.091
C11 3.216 -2.355 5.949  -0.091
C12 4.098 -1.511 6.623  -0.104
H13 6.047 -1.318 7.523  0.090
H14 6.715 -3.650 7.000  0.093
H15 5.136 -5.158 5.820  0.098
H16 2.901 -4.325 5.137  0.110
H17 2.236 -1.990 5.650  0.103
H18 3.805 -0.490 6.854  0.097
C13 5.641 2.086 -2.187  -0.106
C14 5.862 0.798 -1.700  -0.099
C15 4.992 -0.236 -2.042  -0.094
C16 3.905 0.015 -2.880  -0.094
C17 3.686 1.302 -3.370  -0.107
C18 4.551 2.339 -3.020  -0.105
H19 6.318 2.893 -1.917  0.095
H20 6.713 0.601 -1.052  0.099
H21 5.161 -1.238 -1.657  0.104
H22 3.230 -0.792 -3.150  0.100
H23 2.841 1.498 -4.024  0.096
H24 4.378 3.343 -3.398  0.095
C19 -0.059 3.526 -2.927  -0.098
C20 0.162 2.238 -2.440  -0.097
C21 -0.708 1.204 -2.782  -0.080
C22 -1.795 1.455 -3.620  -0.097
C23 -2.014 2.742 -4.110  -0.104
C24 -1.149 3.779 -3.760  -0.102
H25 0.618 4.333 -2.657  0.098
H26 1.013 2.041 -1.792  0.101
H27 -0.539 0.202 -2.397  0.100
H28 -2.470 0.648 -3.890  0.084
H29 -2.859 2.938 -4.764  0.092
H30 -1.322 4.783 -4.138  0.096
C25 -6.091 3.036 -4.112  -0.099
C26 -5.870 1.748 -3.625  -0.094
C27 -6.741 0.713 -3.967  -0.103
C28 -7.827 0.965 -4.805  -0.109
C29 -8.046 2.252 -5.295  -0.102
C30 -7.181 3.288 -4.946  -0.100
H31 -5.415 3.843 -3.843  0.098
H32 -5.020 1.551 -2.978  0.098
H33 -6.572 -0.289 -3.582  0.110
H34 -8.503 0.157 -5.076  0.102
H35 -8.892 2.447 -5.950  0.098
H36 -7.355 4.292 -5.323  0.097
C31 8.592 2.748 7.057  -0.106
C32 8.967 1.437 6.765  -0.102
C33 8.081 0.590 6.099  -0.099
C34 6.824 1.057 5.717  -0.097
C35 6.451 2.370 6.006  -0.092
C36 7.333 3.214 6.680  -0.103
H37 9.281 3.406 7.579  0.096
H38 9.949 1.074 7.056  0.097
H39 8.371 -0.434 5.877  0.102
H40 6.135 0.399 5.193  0.101
H41 5.471 2.734 5.707  0.102
H42 7.039 4.234 6.910  0.097
C37 -6.040 2.437 2.007  -0.104
C38 -4.808 2.405 1.353  -0.098
C39 -3.660 2.020 2.045  -0.096
C40 -3.745 1.657 3.389  -0.095
C41 -4.977 1.684 4.042  -0.098
C42 -6.124 2.078 3.353  -0.105
H43 -6.934 2.740 1.469  0.096
H44 -4.743 2.682 0.304  0.095
H45 -2.700 2.003 1.537  0.099
H46 -2.851 1.352 3.927  0.101
H47 -5.043 1.399 5.089  0.099
H48 -7.082 2.105 3.864  0.095
C43 -4.008 -1.124 -6.348  -0.084
C44 -3.633 -2.435 -6.640  -0.090
C45 -4.519 -3.282 -7.306  -0.098
C46 -5.776 -2.814 -7.688  -0.102
C47 -6.149 -1.502 -7.399  -0.098
C48 -5.267 -0.658 -6.725  -0.098
H49 -3.319 -0.465 -5.826  0.086
H50 -2.651 -2.797 -6.349  0.104
H51 -4.229 -4.305 -7.528  0.099
H52 -6.465 -3.473 -8.212  0.097
H53 -7.129 -1.137 -7.698  0.097
H54 -5.561 0.362 -6.495  0.090

---

# C4H6

A cluster of 2 separate species, C4H6 in total at a distorted geometry (ωB97M-V/def2-TZVPD, OMol25).

Properties
Total energy = -4241.183 eV
SMILES = C#C.C=C
HOMO energy = -10.10 eV
Energy above the lowest of the compared OMol25 structures with the same formula, charge and spin = 268.0 kJ/mol

Each line ends with the natural charge from an NBO analysis.
Geometry (Å):
C1 2.702 0.140 0.063  -0.240
C2 1.753 -0.468 -0.160  -0.255
H1 3.432 0.930 0.314  0.244
H2 0.910 -1.214 -0.211  0.246
C3 -1.237 0.733 -0.199  -0.398
C4 -1.833 -0.466 0.045  -0.387
H3 -1.669 1.672 0.177  0.192
H4 -0.132 0.804 -0.330  0.216
H5 -2.755 -0.759 0.565  0.213
H6 -1.170 -1.371 -0.264  0.168